[1]
10
Properties=species:S:1:pos:R:3:forces:R:3 method="wB97M-V/def2-TZVPD" homo_lumo_gap_ev=11.60 lumo_ha=0.0232 total_energy_ev=-18024.8179 max_force_ha_per_bohr=0.0795 homo_ev=-10.965 charge=0
C -0.763438 -0.157882 -1.234633 -3.5 -0.1 2.2
N 0.418921 -0.211297 1.779617 -1.1 0.4 0.5
O -2.121051 -1.101654 1.745426 0.1 0.3 0.2
O -0.435488 -1.264073 -0.393169 -0.7 -0.6 0.6
O -1.280145 0.711613 -0.149516 0.6 -1.2 0.6
P -1.018088 -0.544487 0.988578 1.3 1.2 -3.0
H 0.143807 0.154946 -1.646539 1.0 1.0 -1.1
H -1.695343 -0.286598 -1.887917 1.9 -0.3 0.4
H 1.095076 0.083336 1.096910 0.4 0.0 -0.2
H 0.340123 0.525976 2.489551 0.0 -0.6 -0.1

***

[2]
52
Properties=species:S:1:pos:R:3:forces:R:3 method="wB97M-V/def2-TZVPD" homo_lumo_gap_ev=9.10 lumo_ha=0.0238 total_energy_ev=-27806.4109 max_force_ha_per_bohr=0.0137 homo_ev=-8.448 charge=0
O 1.188445 3.657198 -1.233609 0.1 -0.2 -0.5
C 0.992125 3.587309 0.149581 -0.2 -0.1 0.4
C 0.286661 2.301101 0.632912 0.1 0.3 -0.1
C 1.177392 1.055320 0.437165 -0.1 0.1 -0.5
C 1.396671 0.525625 -0.982798 -0.1 -0.4 0.6
C 1.713427 -0.973817 -0.958298 -0.1 0.2 -0.4
C 2.012788 -1.473321 -2.369821 0.2 0.0 0.2
C 3.133581 -0.630673 -2.973330 -0.3 0.2 0.1
C 2.746178 0.844335 -2.893656 0.3 -0.2 -0.5
O 2.481928 1.244318 -1.567838 0.0 0.2 0.2
C -1.067468 2.172478 -0.070874 0.2 -0.1 0.0
C -1.800798 0.898922 0.353150 0.0 0.0 -0.2
N -1.432689 0.506336 1.704439 -0.3 0.0 0.3
C -2.331470 -0.500767 2.233229 0.1 0.1 0.0
C -2.192428 -1.778219 1.448726 -0.2 -0.2 -0.1
C -3.264765 -2.331066 0.761632 -0.1 0.1 0.1
C -3.099248 -3.495793 0.033525 0.0 -0.1 0.0
C -1.865095 -4.116513 -0.025374 0.1 -0.1 0.0
C -0.785992 -3.568390 0.658200 -0.3 0.1 0.0
O 0.451910 -4.136356 0.629441 0.2 -0.1 0.0
C -0.956419 -2.403754 1.396123 0.1 -0.2 -0.1
C -1.266594 1.666691 2.554217 0.1 0.1 0.1
C 0.000261 2.434847 2.144431 -0.1 0.0 -0.1
H 1.765843 2.912526 -1.477607 0.0 0.1 0.0
H 0.372208 4.454184 0.399913 0.0 -0.1 0.1
H 1.949891 3.686834 0.683992 -0.1 0.0 0.1
H 0.727177 0.254610 1.021973 0.1 0.0 0.0
H 2.165966 1.270774 0.850526 0.1 -0.1 0.1
H 0.503185 0.677459 -1.607348 0.0 0.0 0.0
H 0.866864 -1.513987 -0.535301 0.0 0.0 0.1
H 2.583500 -1.139369 -0.320119 0.0 0.0 0.1
H 2.298715 -2.526286 -2.344504 -0.1 0.0 -0.1
H 1.114765 -1.381227 -2.987156 0.0 -0.1 0.0
H 3.314235 -0.904911 -4.013440 0.1 0.0 0.0
H 4.053517 -0.787221 -2.406928 0.1 0.0 0.0
H 3.560679 1.485458 -3.238956 -0.1 0.0 -0.1
H 1.859226 1.028023 -3.520919 0.1 0.0 0.0
H -1.660271 3.049714 0.196804 0.0 0.1 0.0
H -0.942426 2.197099 -1.152904 -0.1 0.0 0.0
H -1.548109 0.065886 -0.309638 -0.1 0.0 -0.1
H -2.891044 1.066373 0.274056 0.0 -0.1 0.0
H -3.385744 -0.166196 2.218865 0.1 0.0 0.0
H -2.049577 -0.689395 3.273959 -0.1 0.0 0.0
H -4.231521 -1.851108 0.796826 -0.1 0.1 0.0
H -3.936442 -3.924203 -0.497384 -0.1 0.0 -0.1
H -1.735801 -5.025381 -0.598519 0.0 -0.1 -0.1
H 0.429047 -4.941510 0.098698 0.0 0.1 0.1
H -0.113024 -1.990616 1.925731 0.2 0.1 0.1
H -1.169305 1.332084 3.589731 -0.1 0.0 0.0
H -2.147811 2.330455 2.505279 0.0 0.0 0.0
H 0.856008 2.058097 2.705069 0.1 0.0 0.1
H -0.128150 3.486024 2.408127 0.0 0.1 0.0

***

Repeat the second record exactly.
52
Properties=species:S:1:pos:R:3:forces:R:3 method="wB97M-V/def2-TZVPD" homo_lumo_gap_ev=9.10 lumo_ha=0.0238 total_energy_ev=-27806.4109 max_force_ha_per_bohr=0.0137 homo_ev=-8.448 charge=0
O 1.188445 3.657198 -1.233609 0.1 -0.2 -0.5
C 0.992125 3.587309 0.149581 -0.2 -0.1 0.4
C 0.286661 2.301101 0.632912 0.1 0.3 -0.1
C 1.177392 1.055320 0.437165 -0.1 0.1 -0.5
C 1.396671 0.525625 -0.982798 -0.1 -0.4 0.6
C 1.713427 -0.973817 -0.958298 -0.1 0.2 -0.4
C 2.012788 -1.473321 -2.369821 0.2 0.0 0.2
C 3.133581 -0.630673 -2.973330 -0.3 0.2 0.1
C 2.746178 0.844335 -2.893656 0.3 -0.2 -0.5
O 2.481928 1.244318 -1.567838 0.0 0.2 0.2
C -1.067468 2.172478 -0.070874 0.2 -0.1 0.0
C -1.800798 0.898922 0.353150 0.0 0.0 -0.2
N -1.432689 0.506336 1.704439 -0.3 0.0 0.3
C -2.331470 -0.500767 2.233229 0.1 0.1 0.0
C -2.192428 -1.778219 1.448726 -0.2 -0.2 -0.1
C -3.264765 -2.331066 0.761632 -0.1 0.1 0.1
C -3.099248 -3.495793 0.033525 0.0 -0.1 0.0
C -1.865095 -4.116513 -0.025374 0.1 -0.1 0.0
C -0.785992 -3.568390 0.658200 -0.3 0.1 0.0
O 0.451910 -4.136356 0.629441 0.2 -0.1 0.0
C -0.956419 -2.403754 1.396123 0.1 -0.2 -0.1
C -1.266594 1.666691 2.554217 0.1 0.1 0.1
C 0.000261 2.434847 2.144431 -0.1 0.0 -0.1
H 1.765843 2.912526 -1.477607 0.0 0.1 0.0
H 0.372208 4.454184 0.399913 0.0 -0.1 0.1
H 1.949891 3.686834 0.683992 -0.1 0.0 0.1
H 0.727177 0.254610 1.021973 0.1 0.0 0.0
H 2.165966 1.270774 0.850526 0.1 -0.1 0.1
H 0.503185 0.677459 -1.607348 0.0 0.0 0.0
H 0.866864 -1.513987 -0.535301 0.0 0.0 0.1
H 2.583500 -1.139369 -0.320119 0.0 0.0 0.1
H 2.298715 -2.526286 -2.344504 -0.1 0.0 -0.1
H 1.114765 -1.381227 -2.987156 0.0 -0.1 0.0
H 3.314235 -0.904911 -4.013440 0.1 0.0 0.0
H 4.053517 -0.787221 -2.406928 0.1 0.0 0.0
H 3.560679 1.485458 -3.238956 -0.1 0.0 -0.1
H 1.859226 1.028023 -3.520919 0.1 0.0 0.0
H -1.660271 3.049714 0.196804 0.0 0.1 0.0
H -0.942426 2.197099 -1.152904 -0.1 0.0 0.0
H -1.548109 0.065886 -0.309638 -0.1 0.0 -0.1
H -2.891044 1.066373 0.274056 0.0 -0.1 0.0
H -3.385744 -0.166196 2.218865 0.1 0.0 0.0
H -2.049577 -0.689395 3.273959 -0.1 0.0 0.0
H -4.231521 -1.851108 0.796826 -0.1 0.1 0.0
H -3.936442 -3.924203 -0.497384 -0.1 0.0 -0.1
H -1.735801 -5.025381 -0.598519 0.0 -0.1 -0.1
H 0.429047 -4.941510 0.098698 0.0 0.1 0.1
H -0.113024 -1.990616 1.925731 0.2 0.1 0.1
H -1.169305 1.332084 3.589731 -0.1 0.0 0.0
H -2.147811 2.330455 2.505279 0.0 0.0 0.0
H 0.856008 2.058097 2.705069 0.1 0.0 0.1
H -0.128150 3.486024 2.408127 0.0 0.1 0.0